P.
This record from OMol25 describes a single S2 molecule. The level of theory is the ωB97M-V functional and the def2-TZVPD basis.

Computed properties:
Kohn-Sham gap (eV): 5.69
HOMO level (eV): -8.983
Spin multiplicity: 1

Geometry as XYZ:
```
2
S2, DFT the ωB97M-V functional and the def2-TZVPD basis
S -0.4124 -0.4260 0.8971
S 0.4124 0.4260 -0.8971
```

---

Q.
This record from OMol25 describes a single S2 molecule. The level of theory is the ωB97M-V functional and the def2-TZVPD basis.

Computed properties:
Kohn-Sham gap (eV): 5.78
HOMO level (eV): -7.834
Spin multiplicity: 1

Geometry as XYZ:
```
2
S2, DFT the ωB97M-V functional and the def2-TZVPD basis
S -0.3604 0.7154 0.3540
S 0.3604 -0.7154 -0.3540
```

---

R.
This record from OMol25 describes a single S2 molecule. The level of theory is the ωB97M-V functional and the def2-TZVPD basis.

Computed properties:
Kohn-Sham gap (eV): 5.75
HOMO level (eV): -8.490
Spin multiplicity: 1

Geometry as XYZ:
```
2
S2, DFT the ωB97M-V functional and the def2-TZVPD basis
S -0.4505 -0.7779 0.3882
S 0.4505 0.7779 -0.3882
```

---

S.
This record from OMol25 describes 2 unconnected molecules or ions with the total composition S2. The level of theory is the ωB97M-V functional and the def2-TZVPD basis.

Computed properties:
Kohn-Sham gap (eV): 4.27
HOMO level (eV): -9.510
Spin multiplicity: 1

Geometry as XYZ:
```
2
S2, DFT the ωB97M-V functional and the def2-TZVPD basis
S 0.0000 0.0000 1.7290
S 0.0000 0.0000 -1.7290
```

---

R comes first in stability; the runner-up is 6.5 kcal/mol higher.

---

P.
This record from OMol25 describes a single C3H8O2 molecule. The level of theory is the ωB97M-V functional and the def2-TZVPD basis.

Computed properties:
SMILES string: COCOC
Kohn-Sham gap (eV): 10.87
HOMO level (eV): -9.858
Spin multiplicity: 1

Geometry as XYZ:
```
13
C3H8O2, DFT the ωB97M-V functional and the def2-TZVPD basis
C -2.0539 -0.5521 -0.0424
O -1.3840 0.6393 -0.4046
C -0.0566 0.8295 0.0032
O 0.6830 -0.3491 -0.3227
C 2.0514 -0.1894 -0.1071
H -1.5924 -1.4610 -0.5334
H -2.0270 -0.7278 1.0627
H -3.1314 -0.4103 -0.2674
H -0.0321 0.9734 1.1032
H 0.3550 1.7730 -0.3471
H 2.3854 -1.2599 -0.2494
H 2.2828 0.1707 1.0181
H 2.5199 0.5638 -0.9131
```

---

Q.
This record from OMol25 describes 2 unconnected molecules or ions with the total composition C3H8O2. The level of theory is the ωB97M-V functional and the def2-TZVPD basis.

Computed properties:
SMILES string: C/C=C/O.O
Kohn-Sham gap (eV): 9.20
HOMO level (eV): -8.349
Spin multiplicity: 1

Geometry as XYZ:
```
13
C3H8O2, DFT the ωB97M-V functional and the def2-TZVPD basis
C 1.7148 0.8286 -0.1910
C 0.5618 0.4776 0.7895
C -0.7828 0.4125 0.5024
O -1.7851 0.1329 1.4398
H 2.6738 0.4658 0.2934
H 1.4958 0.4653 -1.2122
H 1.5998 1.9174 -0.0975
H 0.9269 0.3912 1.8340
H -1.0456 0.5189 -0.5863
H -1.5409 -0.4578 2.1924
O -1.4358 -1.7116 -1.3465
H -1.5790 -1.0790 -1.9476
H -0.8037 -2.3617 -1.6704
```

---

P comes first in stability; the runner-up is 1.9 kcal/mol higher.

---

P.
This record from OMol25 describes 2 unconnected molecules or ions with the total composition C3H8O2. The level of theory is the ωB97M-V functional and the def2-TZVPD basis.

Computed properties:
Kohn-Sham gap (eV): 9.34
HOMO level (eV): -8.796
Spin multiplicity: 1

Geometry as XYZ:
```
13
C3H8O2, DFT the ωB97M-V functional and the def2-TZVPD basis
C 1.7073 0.8609 0.3841
O 0.4235 0.4729 0.8419
C -0.4301 -1.0368 -0.1624
C -1.6838 -0.3392 -0.2975
O -1.6134 0.8934 -0.6821
H 1.8819 1.9203 0.6023
H 2.4516 0.2610 0.9137
H 1.8217 0.7061 -0.6981
H 0.2953 -0.8846 -0.9566
H -0.3424 -1.9427 0.4368
H -1.7651 -1.2513 -1.1197
H -2.4669 -0.6577 0.4187
H -0.2797 0.9977 0.3188
```

---

Q.
This record from OMol25 describes 2 unconnected molecules or ions with the total composition C3H8O2. The level of theory is the ωB97M-V functional and the def2-TZVPD basis.

Computed properties:
SMILES string: CC=O.CO
Kohn-Sham gap (eV): 10.71
HOMO level (eV): -9.749
Spin multiplicity: 1

Geometry as XYZ:
```
13
C3H8O2, DFT the ωB97M-V functional and the def2-TZVPD basis
C 1.9429 0.0514 -0.0801
C 2.0830 0.8211 1.2061
O 1.2508 1.5637 1.6457
H 1.4963 0.5939 -0.9073
H 1.2945 -0.7941 0.1752
H 2.8977 -0.3429 -0.4102
H 3.0483 0.6590 1.7323
C -2.4315 -0.6322 -0.8604
O -1.7677 0.3369 -0.0809
H -3.4865 -0.7626 -0.6184
H -2.3498 -0.2797 -1.8833
H -1.9642 -1.5993 -0.7621
H -2.0139 0.3849 0.8434
```

---

Q comes first in stability; the runner-up is 67.8 kcal/mol higher.

---

P.
This record from OMol25 describes 2 unconnected molecules or ions with the total composition FH3S. The level of theory is the ωB97M-V functional and the def2-TZVPD basis.

Computed properties:
SMILES string: F.S
Kohn-Sham gap (eV): 10.21
HOMO level (eV): -9.612
Spin multiplicity: 1

Geometry as XYZ:
```
5
FH3S, DFT the ωB97M-V functional and the def2-TZVPD basis
F 1.3019 0.4511 -0.7067
H 1.2536 1.3049 -0.3400
S -1.4462 -0.6555 0.4824
H -0.7424 0.3278 -0.0905
H -0.3670 -1.4283 0.6548
```

---

Q.
This record from OMol25 describes 2 unconnected molecules or ions with the total composition FH3S. The level of theory is the ωB97M-V functional and the def2-TZVPD basis.

Computed properties:
SMILES string: F.S
Kohn-Sham gap (eV): 11.42
HOMO level (eV): -10.812
Spin multiplicity: 1

Geometry as XYZ:
```
5
FH3S, DFT the ωB97M-V functional and the def2-TZVPD basis
F 2.1693 -0.0205 -0.2254
H 1.2453 -0.0051 -0.1382
S -0.7306 -0.0234 -0.3377
H -1.3002 0.9966 0.3200
H -1.3839 -0.9477 0.3813
```

---

Q comes first in stability; the runner-up is 3.3 kcal/mol higher.

---

P.
This record from OMol25 describes a single C4H5NOS molecule. The level of theory is the ωB97M-V functional and the def2-TZVPD basis.

Computed properties:
Kohn-Sham gap (alpha / beta) (eV): 5.64 / 6.67
HOMO level (alpha / beta) (eV): -5.369 / -9.878
Spin multiplicity: 3

Geometry as XYZ:
```
12
C4H5NOS, DFT the ωB97M-V functional and the def2-TZVPD basis
C -0.8907 -1.3314 0.4580
C 0.1748 -0.5990 -0.2521
C 0.2478 0.8438 0.0969
C -0.0568 2.1164 0.0230
N -1.6686 -2.1983 0.0104
O 2.7728 0.2270 -0.3356
S 1.7799 -0.0248 0.6657
H -0.8169 -1.0615 1.5421
H 0.3254 -0.9131 -1.2686
H -1.4682 -2.4353 -0.8932
H 0.5588 2.7831 0.4101
H -0.9583 2.5932 -0.4568
```

---

Q.
This record from OMol25 describes 2 unconnected molecules or ions with the total composition C4H5NOS. The level of theory is the ωB97M-V functional and the def2-TZVPD basis.

Computed properties:
Kohn-Sham gap (alpha / beta) (eV): 7.24 / 8.48
HOMO level (alpha / beta) (eV): -6.510 / -9.510
Spin multiplicity: 3

Geometry as XYZ:
```
12
C4H5NOS, DFT the ωB97M-V functional and the def2-TZVPD basis
C -0.9475 -0.8969 -0.0552
C -0.1210 -0.6461 -1.0405
C 2.2627 0.4244 0.0137
C -1.3268 0.4013 0.7932
N 0.2725 0.5916 -1.2568
O 2.0206 -0.4966 0.7107
S -0.2653 1.6344 0.0084
H -1.5224 -1.8380 0.0221
H 0.2836 -1.4221 -1.8416
H 2.8535 1.2345 0.0044
H -2.3855 0.7764 0.7687
H -1.1244 0.2372 1.8730
```

---

Q comes first in stability; the runner-up is 64.6 kcal/mol higher.

---

P.
This record from OMol25 describes a gas-phase ion, CH3O3 (charge +1). The level of theory is the ωB97M-V functional and the def2-TZVPD basis.

Computed properties:
Kohn-Sham gap (alpha / beta) (eV): 8.80 / 9.76
Total charge: +1
HOMO level (alpha / beta) (eV): -18.934 / -19.022
Spin multiplicity: 1

Geometry as XYZ:
```
7
CH3O3, DFT the ωB97M-V functional and the def2-TZVPD basis
C 0.7951 -0.0347 -0.0380
O -0.4144 -0.6798 0.0121
O -2.3416 0.7144 0.0101
O -1.6904 -0.3371 -0.0108
H 0.8358 1.0402 0.0845
H 1.4746 -0.4146 -0.9129
H 1.3409 -0.2883 0.8549
```

---

Q.
This record from OMol25 describes 2 unconnected molecules or ions with the total composition CH3O3. The level of theory is the ωB97M-V functional and the def2-TZVPD basis.

Computed properties:
Kohn-Sham gap (eV): 11.09
Total charge: +1
HOMO level (eV): -17.178
Spin multiplicity: 1

Geometry as XYZ:
```
7
CH3O3, DFT the ωB97M-V functional and the def2-TZVPD basis
C 1.6081 0.1842 0.0043
O -0.8882 0.5266 0.1135
O 2.7178 0.1947 0.0660
O -1.0245 -0.8149 -0.1491
H 0.5279 0.1647 0.0681
H -1.5017 0.7472 0.8921
H -1.4394 -1.0025 -0.9950
```

---

Q comes first in stability; the runner-up is 131.1 kcal/mol higher.